(1)
35
Properties=species:S:1:pos:R:3 method="wB97M-V/def2-TZVPD" e_lumo_ev=1.24 homo_lumo_gap_ev=2.149 charge=-1 homo_ha=-0.03348
C 2.35058 -0.37063 1.40761
O 1.83605 -0.23345 0.10394
C 2.59985 -0.86378 -0.89255
C 1.65443 -1.35719 -1.96499
C 0.64283 -2.36685 -1.43994
N -0.47594 -1.77505 -0.76573
C -1.24229 -0.81911 -1.28084
C -2.26926 -0.28171 -0.31707
C -2.27337 1.26408 -0.51178
C -1.57279 1.97076 0.62837
O -0.34574 1.89009 0.72684
C -1.68150 -0.83793 0.98368
C -0.97446 -2.10848 0.54932
H 1.91826 0.40432 2.02688
H 2.07601 -1.34392 1.81853
H 3.42879 -0.23793 1.41892
H 3.21900 -1.66778 -0.49519
H 3.24574 -0.11403 -1.35222
H 1.16134 -0.47515 -2.35996
H 2.21372 -1.79683 -2.78512
H 0.31213 -3.04770 -2.22733
H 1.16131 -2.98625 -0.71275
H -1.03532 -0.44778 -2.26484
H -3.21640 -0.73874 -0.58221
H -1.70936 1.51470 -1.39882
H -3.28377 1.62279 -0.68703
H -2.12433 2.57547 1.36726
H -2.38560 -1.14829 1.75114
H -0.97876 -0.17903 1.47167
H -1.73262 -2.89285 0.39613
H -0.27765 -2.54744 1.25142
C -0.02524 4.86079 1.53463
O 1.19558 5.06418 1.30437
O -0.44748 4.17299 2.54347
O -0.96376 5.29774 0.75421

***

(2)
32
Properties=species:S:1:pos:R:3 method="wB97M-V/def2-TZVPD" e_lumo_ev=0.68 homo_lumo_gap_ev=9.936 homo_ha=-0.33998
C 2.28382 -1.06672 3.13440
C 1.22566 -0.19815 3.54959
C 2.20688 -1.65574 1.91070
C 0.21347 0.05162 2.66827
C 1.21890 -1.26509 0.98789
C 0.20950 -0.40170 1.28409
C 0.63757 0.60814 -2.17704
C -1.36789 1.95202 -1.76184
C 0.63474 2.16506 -0.27938
C -2.39698 -2.16097 -1.40435
C -0.24344 1.18187 -1.05473
N -1.15722 -1.38102 -1.03037
O -2.32885 0.39092 0.46454
P -1.04595 -0.06621 0.01841
H 3.13192 -1.42916 3.88090
H 1.06991 0.04993 4.60591
H 3.02079 -2.34023 1.61565
H -0.61203 0.74299 2.88163
H 1.20545 -1.58794 -0.11179
H 0.10383 -0.16448 -2.73719
H 1.06735 1.41974 -2.78190
H 1.55232 0.18857 -1.72284
H -2.12558 2.38927 -1.02046
H -1.91159 1.32477 -2.44883
H -0.90805 2.81239 -2.30884
H 0.43818 2.22241 0.74985
H 1.66753 1.85937 -0.42616
H 0.47889 3.13883 -0.69862
H -3.24750 -1.42828 -1.08124
H -2.39928 -2.45377 -2.43355
H -2.38931 -3.24342 -0.87303
H -0.23303 -1.65501 -1.39968

***

(3)
30
Properties=species:S:1:pos:R:3 method="wB97M-V/def2-TZVPD" e_lumo_ev=0.82 homo_lumo_gap_ev=9.867 homo_ha=-0.33248
C -0.63761 -0.73444 2.14505
C -1.51218 -0.98910 3.40350
C -1.56480 -0.43581 0.98738
C -2.30748 0.74780 1.00140
C -1.65853 -1.28263 -0.09419
C -3.05804 1.05240 -0.13048
C -2.33264 -0.93464 -1.26340
C -3.07746 0.23365 -1.24597
H 0.02024 0.14274 2.34624
H 0.17242 -1.47428 2.00083
H -1.66374 0.00229 3.88626
H -2.32905 1.40877 1.83815
H -1.24832 -2.27007 -0.05214
H -3.61032 1.97503 -0.18349
H -2.32341 -1.56618 -2.17677
H -3.58908 0.45015 -2.18064
H -1.06127 -1.52284 4.22858
H -2.44068 -1.41327 3.04398
C 3.08215 0.31788 -1.21170
C 3.46190 1.50554 -2.10409
C 1.60046 0.25516 -0.96194
O 3.57559 -0.90543 -1.80265
H 3.70465 0.45150 -0.28180
H 3.22761 2.44844 -1.63851
H 1.21979 1.16068 -0.49452
H 1.12321 0.17444 -1.94261
H 1.24271 -0.66757 -0.51728
H 4.39681 -1.12835 -1.36238
H 3.02928 1.44708 -3.09748
H 4.55779 1.55109 -2.13934

***

(4)
30
Properties=species:S:1:pos:R:3 method="wB97M-V/def2-TZVPD" e_lumo_ev=0.95 homo_lumo_gap_ev=9.507 homo_ha=-0.31433
C 0.79852 2.83123 -1.52191
C 1.62868 3.90189 -0.85461
C 1.06903 1.42584 -0.88796
C 1.75853 0.41469 -1.57110
C 0.51365 1.19636 0.36649
C 1.70022 -0.89797 -1.02780
C 0.40749 -0.09042 0.87309
C 0.80436 -1.10385 -0.02856
O 0.60997 -2.43425 0.34389
H -0.27486 2.99415 -1.43814
H 0.90055 2.64481 -2.58236
H 1.24033 4.88413 -1.15557
H 2.42751 0.61328 -2.39558
H 0.16462 1.98076 1.01666
H 2.29360 -1.62472 -1.57241
H 0.30981 -0.20704 1.94559
H -0.30922 -2.70892 0.31338
H 2.64750 3.81288 -1.26286
H 1.66682 3.89194 0.23385
C -3.04485 -2.01734 1.02188
C -2.75458 -0.59766 0.51180
C -2.03193 -2.36379 2.11646
H -4.04827 -2.12146 1.40708
H -2.91859 -2.74866 0.21010
H -1.85751 -0.58258 -0.10058
H -1.06256 -2.10243 1.65008
H -1.93920 -1.82206 3.05781
H -2.77522 0.20338 1.23126
H -3.57770 -0.28062 -0.15517
H -1.88757 -3.40918 2.39113

***

(5)
31
Properties=species:S:1:pos:R:3 method="wB97M-V/def2-TZVPD" e_lumo_ev=0.89 homo_lumo_gap_ev=10.729 homo_ha=-0.36153
O -1.14033 1.02489 -0.49159
C 1.90100 -1.48587 3.13792
C 1.03301 -0.87197 2.59118
O 0.69974 -0.05258 0.52623
C 0.00210 0.65902 -0.45534
C -1.89666 -1.97902 2.65796
C -0.42914 0.94764 2.59639
C 2.62174 2.07981 -0.35276
C 2.17851 2.90849 -2.67520
C 0.81737 1.07574 -1.65930
C -1.10609 -1.40008 1.53196
C 0.03869 -0.33535 1.80572
C 1.52704 2.40610 -1.34161
H 2.47478 -2.07002 3.79943
H -2.40946 -2.87464 2.30733
H -2.57622 -1.33447 3.15872
H -1.26101 -2.26575 3.52558
H 0.23431 1.89811 2.43025
H -1.52798 1.16969 2.31931
H -0.41405 0.69942 3.67380
H 2.87319 0.96882 -0.58687
H 3.56055 2.62619 -0.60818
H 2.34727 2.17419 0.74695
H 1.38124 3.31993 -3.32108
H 2.76958 3.76412 -2.43985
H 2.76887 2.06981 -3.21553
H 0.26504 1.16866 -2.54763
H 1.52598 0.25335 -1.87236
H -1.91484 -0.96088 0.97612
H -0.73361 -2.31210 1.06630
H 0.79390 3.13323 -0.87931

***

(6)
31
Properties=species:S:1:pos:R:3 method="wB97M-V/def2-TZVPD" e_lumo_ev=0.75 homo_lumo_gap_ev=9.228 homo_ha=-0.31167
C 2.49339 -1.91468 1.93821
C 2.23618 -0.59940 2.29447
C 1.93462 -2.38059 0.73039
C 1.68173 0.27861 1.46124
C 1.27310 -1.54284 -0.14186
C 1.15425 -0.20392 0.24900
C 1.43472 1.78967 1.80440
C 0.74473 -2.04538 -1.40218
C -2.22396 1.85302 0.62030
C -2.18884 -0.81021 -0.95247
C -1.81020 1.58761 -2.68925
Si -1.54123 0.91802 -0.96488
S 0.61808 1.01935 -0.94722
H 2.96288 -2.52043 2.62722
H 2.67473 -0.06978 3.26966
H 2.03977 -3.42942 0.58751
H 2.18861 2.03100 2.59479
H 1.67631 2.42983 1.03019
H 0.43649 1.87226 2.23200
H 0.00039 -1.31440 -1.69803
H 1.43060 -2.05044 -2.16558
H 0.27782 -2.99584 -1.31085
H -1.28026 1.95562 1.28161
H -2.61036 2.92468 0.47724
H -2.98293 1.38174 1.08481
H -2.04966 -1.30180 -1.95821
H -1.48754 -1.33580 -0.33530
H -3.17492 -0.59389 -0.56055
H -1.65549 0.78860 -3.32376
H -2.90919 1.77770 -2.69098
H -1.34383 2.50110 -3.14192